Entry 1:
This record from OMol25 describes 11 unconnected molecules or ions with the total composition C5H30NO12 at a distorted geometry. The level of theory is the ωB97M-V functional and the def2-TZVPD basis.

Calculated values
charge: -1
highest occupied orbital energy: -6.574 eV
relative energy (zero: lowest compared OMol25 entry of this formula, charge and spin): 246.0 kJ/mol
maximum force: 2.8 eV/Å
frontier orbital gap: 9.295 eV

```
48
Properties=species:S:1:pos:R:3:nbo_charge:R:1
C 2.45 -0.24 1.75 -0.10
O 1.75 0.82 2.42 -0.78
C 3.63 0.29 0.96 -0.43
C 3.33 0.66 -0.54 -0.40
C 1.83 0.80 -0.85 -0.53
C 1.67 1.28 -2.29 0.69
N 0.36 1.39 -2.66 -0.85
O 2.58 1.57 -3.05 -0.66
H 1.80 -0.99 1.32 0.20
H 2.85 -0.74 2.64 0.16
H 4.36 -0.50 0.80 0.20
H 4.02 1.17 1.48 0.21
H 3.87 1.49 -0.98 0.22
H 3.73 -0.18 -1.12 0.19
H 1.27 1.37 -0.11 0.23
H 1.40 -0.21 -0.84 0.23
H 0.26 1.77 -3.58 0.37
H -0.42 1.56 -2.05 0.41
H -1.02 1.32 1.93 0.48
H -0.77 -0.21 1.63 0.51
O -0.63 0.78 1.21 -1.05
H 0.10 -2.93 -1.64 0.48
H -0.95 -2.92 -0.56 0.50
O -0.85 -2.83 -1.51 -0.97
H -2.43 -1.83 -2.19 0.48
H -3.01 -2.16 -0.90 0.50
O -3.24 -1.62 -1.70 -1.02
H -4.06 0.45 -2.22 0.49
H -3.15 -0.04 -3.46 0.49
O -3.77 0.60 -3.12 -0.98
H 1.20 -3.50 1.80 0.46
H 0.05 -2.49 1.75 0.51
O 0.57 -3.14 1.16 -1.03
H -2.83 -0.20 1.80 0.48
H -3.30 0.44 0.56 0.47
O -3.28 0.60 1.50 -0.96
H -2.15 -2.19 1.40 0.52
H -3.67 -2.48 1.35 0.47
O -2.91 -2.37 0.78 -1.02
H -2.10 1.86 -1.52 0.49
H -1.06 1.66 -0.32 0.52
O -1.31 2.20 -1.11 -0.95
H -1.31 -1.28 3.17 0.46
H 0.91 0.92 1.91 0.49
O -0.93 -1.45 2.31 -1.19
H 1.14 3.70 1.43 0.48
H 2.25 3.61 0.35 0.48
O 1.77 4.21 0.91 -0.95
```

Entry 2:
This record from OMol25 describes 11 unconnected molecules or ions with the total composition C5H32N2O11 at a distorted geometry. The level of theory is the ωB97M-V functional and the def2-TZVPD basis.

Calculated values
charge: 0
highest occupied orbital energy: -8.858 eV
relative energy (zero: lowest compared OMol25 entry of this formula, charge and spin): 334.5 kJ/mol
maximum force: 2.7 eV/Å
frontier orbital gap: 8.733 eV

```
50
Properties=species:S:1:pos:R:3:nbo_charge:R:1
C 0.65 0.64 2.99 -0.62
C -0.01 0.47 1.62 -0.40
C -0.30 1.91 1.15 -0.50
C 0.77 2.48 0.21 0.68
O 1.59 3.30 0.60 -0.64
N 0.52 2.31 -1.13 -0.66
C 1.41 3.03 -2.04 -0.07
N 2.24 2.04 -2.72 -0.84
H 1.59 1.16 2.81 0.20
H 0.00 1.25 3.58 0.22
H 0.96 -0.30 3.48 0.21
H -0.90 -0.17 1.74 0.21
H 0.54 -0.20 0.96 0.19
H -0.50 2.69 1.89 0.24
H -1.17 1.71 0.52 0.23
H -0.07 1.62 -1.60 0.41
H 0.71 3.46 -2.80 0.17
H 1.99 3.80 -1.50 0.24
H 2.88 1.66 -2.04 0.36
H 1.63 1.31 -3.10 0.35
O -1.35 -2.17 -1.00 -0.99
H -1.59 -1.24 -1.15 0.52
H -0.49 -2.31 -1.40 0.48
O 2.27 -1.75 1.27 -0.97
H 1.56 -2.26 0.88 0.49
H 2.05 -0.83 1.47 0.48
O -3.30 -2.45 1.56 -0.99
H -4.07 -2.97 1.81 0.49
H -2.56 -3.10 1.48 0.51
O -3.28 -0.32 -0.09 -0.99
H -3.31 -1.16 0.47 0.50
H -3.84 -0.64 -0.81 0.46
O -0.77 -3.50 1.34 -0.97
H -1.02 -2.72 0.81 0.50
H -0.60 -4.16 0.66 0.48
O 2.67 -2.29 -1.83 -0.97
H 3.22 -2.38 -1.05 0.49
H 2.25 -1.43 -1.87 0.47
O -1.17 -0.22 -2.99 -0.98
H -1.54 0.66 -3.01 0.50
H -1.35 -0.66 -3.82 0.49
O -1.04 2.65 -3.34 -0.95
H -1.76 3.18 -2.97 0.48
H -0.72 3.28 -4.01 0.49
O 4.69 -0.86 0.63 -0.95
H 4.35 -0.44 1.41 0.48
H 4.83 -1.80 0.73 0.48
O -2.90 -0.47 3.57 -0.97
H -3.53 -0.64 2.87 0.49
H -2.24 -1.14 3.76 0.48
```

Entry 3:
This record from OMol25 describes 10 unconnected molecules or ions with the total composition C5H33N2O9 at a distorted geometry. The level of theory is the ωB97M-V functional and the def2-TZVPD basis.

Calculated values
charge: 0
highest occupied orbital energy (spin up / spin down): -2.442 / -9.031 eV
maximum force: 8.3 eV/Å
frontier orbital gap (spin up / spin down): 2.726 / 9.194 eV
multiplicity: 2

```
49
Properties=species:S:1:pos:R:3:lowdin_spin:R:1
N -0.53 -2.20 -1.10 0.02
C 0.89 -2.22 -1.02 0.02
C 1.63 -0.85 -1.53 0.00
N 1.24 0.09 -0.54 0.01
C 2.41 0.86 0.16 0.01
C 3.54 -0.06 0.32 0.00
C 3.34 -1.31 1.15 0.01
H -1.04 -1.56 -0.32 0.01
H -0.81 -1.74 -2.03 0.01
H -0.85 -3.19 -1.27 0.02
H 1.20 -2.31 -0.04 0.01
H 1.37 -3.03 -1.90 0.00
H 2.75 -1.03 -1.67 0.00
H 1.37 -0.67 -2.61 0.00
H 0.56 0.88 -0.96 0.01
H 1.91 0.97 1.09 0.01
H 2.76 1.90 -0.04 0.00
H 4.25 0.53 0.73 0.00
H 4.03 -0.32 -0.71 0.00
H 4.09 -1.43 1.81 0.00
H 3.47 -2.30 0.65 0.00
H 2.42 -1.57 1.62 0.01
H -1.84 4.07 -0.66 0.01
H -2.08 2.83 -0.11 0.01
O -1.37 3.35 -0.65 0.02
H -2.64 -1.09 3.39 0.05
H -1.11 -0.53 2.91 0.06
O -2.13 -0.81 2.58 0.13
H 0.40 2.40 2.75 0.01
H 0.09 0.82 2.29 0.03
O -0.02 1.52 3.06 0.06
H -1.48 -3.40 2.21 0.02
H -1.81 -4.21 1.08 0.02
O -1.15 -3.52 1.31 0.07
H -4.31 1.32 0.62 0.04
H -3.95 2.41 1.61 0.03
O -3.74 2.04 0.72 0.08
H -0.96 -0.98 -4.74 0.00
H -1.09 0.22 -3.87 0.00
O -1.02 -0.72 -3.76 0.01
H -0.11 2.91 0.32 0.01
H 1.18 3.45 1.06 0.00
O 0.72 2.67 0.84 0.02
H -1.81 2.35 -2.09 0.01
H -3.09 1.53 -1.85 0.01
O -2.41 1.77 -2.36 0.02
H -2.21 -0.19 0.84 0.03
H -0.68 0.39 0.54 0.02
O -1.39 -0.06 0.19 0.08
```